--- A ---
Density functional theory data (the ωB97M-V functional and the def2-TZVPD basis) for a 2-piece molecular cluster, C4H11NO overall.

The value obtained for the LUMO energy (alpha / beta) is 3.06 / 3.05 eV. Its spin multiplicity is 2. Its total charge is -1. The gap between HOMO and LUMO (alpha / beta) comes out at 0.04370 / 0.22184 Eh.

Last column: Löwdin spin population.
CARTESIAN COORDINATES (ANGSTROEM)
1 C 1.204 0.141 -3.820  0.001
2 C 2.359 -0.517 -3.081  0.000
3 C 2.250 -0.613 -1.555  0.002
4 H 1.068 1.192 -3.564  0.000
5 H 1.456 0.091 -4.882  0.000
6 H 0.263 -0.361 -3.595  0.001
7 H 2.510 -1.541 -3.438  0.000
8 H 3.298 -0.008 -3.326  0.000
9 H 3.120 -1.167 -1.197  0.000
10 H 1.348 -1.125 -1.217  0.002
11 H 2.253 0.360 -1.060  0.000
12 C -2.171 0.770 3.093  0.445
13 N -2.742 -0.197 2.306  0.135
14 O -1.213 0.579 3.816  0.269
15 H -2.742 1.682 3.289  0.066
16 H -2.605 -1.158 2.616  0.057
17 H -3.081 -0.151 1.362  0.020

--- B ---
Density functional theory data (the ωB97M-V functional and the def2-TZVPD basis) for a 2-piece molecular cluster, C4H11NO overall.

The value obtained for the LUMO energy (alpha / beta) is 3.24 / 3.21 eV. Its spin multiplicity is 2. Its total charge is -1. The gap between HOMO and LUMO (alpha / beta) comes out at 0.07211 / 0.33817 Eh.

Last column: Löwdin spin population.
CARTESIAN COORDINATES (ANGSTROEM)
1 C 2.660 0.674 -0.424  0.002
2 N 1.292 0.523 0.025  0.006
3 C 0.374 -0.090 -1.089  0.013
4 C -2.096 0.256 -1.293  0.091
5 C -0.883 0.808 -1.276  0.029
6 H 2.603 0.404 -1.496  0.000
7 H 3.117 1.668 -0.404  0.000
8 H 3.342 -0.147 -0.121  0.000
9 H 0.914 1.489 0.254  0.001
10 H 0.032 -0.966 -0.657  0.018
11 H 0.805 -0.141 -2.111  0.000
12 H -2.976 0.817 -1.729  0.011
13 H -2.303 -0.562 -0.517  0.060
14 H -0.881 1.828 -1.214  0.003
15 H -2.277 -2.607 3.357  0.157
16 H -2.086 -1.960 4.817  0.136
17 O -1.637 -1.996 3.877  0.475

--- C ---
Density functional theory data (the ωB97M-V functional and the def2-TZVPD basis) for a 2-piece molecular cluster, C4H11NO overall.

The value obtained for the LUMO energy (alpha / beta) is 3.86 / 3.85 eV. Its spin multiplicity is 2. Its total charge is -1. The gap between HOMO and LUMO (alpha / beta) comes out at 0.09474 / 0.29502 Eh.

Last column: Löwdin spin population.
CARTESIAN COORDINATES (ANGSTROEM)
1 C 0.000 -2.003 0.797  0.070
2 C 0.293 -0.607 0.267  0.059
3 C 0.567 0.316 1.231  0.162
4 N 0.768 1.655 1.029  0.036
5 C 0.784 2.111 -0.383  0.287
6 H -0.859 -1.900 1.474  0.006
7 H -0.003 -2.769 -0.004  0.011
8 H 0.704 -2.433 1.566  0.016
9 H 0.579 -0.406 -0.715  0.016
10 H 0.377 0.119 2.263  0.030
11 H 1.357 2.168 1.664  0.073
12 H 1.377 1.573 -1.143  0.048
13 H -0.248 2.162 -0.694  0.024
14 H 1.383 3.054 -0.387  0.078
15 H -1.730 -1.412 -1.435  0.009
16 H -1.369 -1.162 -2.903  0.029
17 O -2.113 -1.191 -2.291  0.045

Name the most stable of them. A.

--- A ---
Density functional theory data (the ωB97M-V functional and the def2-TZVPD basis) for one molecule with the formula C2H2N4O3.

The value obtained for the LUMO energy is -1.74 eV. The gap between HOMO and LUMO comes out at 0.30456 Eh. As for the SMILES: O=c1nc(O)nnn1O.

Last column: Mulliken charge in e.
CARTESIAN COORDINATES (ANGSTROEM)
1 C 0.158 -0.167 1.410  0.594
2 C 0.355 -0.832 -0.792  0.600
3 H -0.227 -0.070 3.427  0.401
4 H -0.431 0.218 -2.667  0.402
5 N 0.146 1.226 1.217  -0.314
6 N -0.161 1.473 0.045  -0.166
7 N -0.578 0.484 -0.863  0.377
8 N 0.725 -1.022 0.479  -0.409
9 O -0.141 -0.815 2.691  -0.443
10 O -1.020 0.783 -2.083  -0.443
11 O 0.742 -1.129 -1.934  -0.601

--- B ---
Density functional theory data (the ωB97M-V functional and the def2-TZVPD basis) for a 2-piece molecular cluster, C2H2N4O3 overall.

The value obtained for the LUMO energy is -1.51 eV. The gap between HOMO and LUMO comes out at 0.28731 Eh.

Last column: Mulliken charge in e.
CARTESIAN COORDINATES (ANGSTROEM)
1 C 0.478 1.104 -0.474  0.101
2 C 0.098 -1.700 1.119  0.282
3 N 1.553 1.132 0.045  0.430
4 N 1.085 -2.195 1.414  -0.233
5 N -0.341 1.377 -1.568  -0.444
6 N -1.213 -1.265 0.945  0.862
7 O -1.789 -1.157 1.989  -0.472
8 O -1.687 -0.961 -0.100  -0.452
9 O 2.298 0.972 0.968  -0.592
10 H -0.194 2.155 -2.138  0.250
11 H -0.290 0.536 -2.201  0.271

Name the most stable of them. A.

--- A ---
Density functional theory data (the ωB97M-V functional and the def2-TZVPD basis) for one molecule with the formula C4H5N.

The value obtained for the LUMO energy is 1.12 eV. The gap between HOMO and LUMO comes out at 0.34938 Eh. As for the SMILES: c1cc[nH]c1.

Last column: Mulliken charge in e.
CARTESIAN COORDINATES (ANGSTROEM)
1 C 0.033 -0.751 0.887  -0.267
2 C 1.075 0.046 0.495  -0.574
3 N 0.644 0.788 -0.598  -0.029
4 C -0.684 0.505 -0.835  -0.527
5 C -1.065 -0.450 0.037  -0.248
6 H -0.109 -1.525 1.624  0.366
7 H 2.083 -0.035 0.835  0.348
8 H 1.244 1.513 -0.937  0.211
9 H -1.214 0.857 -1.703  0.354
10 H -2.008 -0.949 0.195  0.365

--- B ---
Density functional theory data (the ωB97M-V functional and the def2-TZVPD basis) for a 2-piece molecular cluster, C4H5N overall.

The value obtained for the LUMO energy (alpha / beta) is -1.16 / -0.18 eV. The gap between HOMO and LUMO (alpha / beta) comes out at 0.26995 / 0.30950 Eh.

Last column: Mulliken charge in e.
CARTESIAN COORDINATES (ANGSTROEM)
1 C 0.466 -1.295 -0.593  -0.240
2 C 0.057 -0.224 0.048  -0.347
3 C 1.398 -0.686 0.326  0.468
4 C -1.901 1.334 -0.281  -0.691
5 N 2.511 -0.685 0.831  -0.620
6 H 0.295 -2.204 -1.276  0.287
7 H -1.902 0.388 -0.841  0.273
8 H -1.327 2.221 -0.528  0.320
9 H -2.215 1.096 0.769  0.284
10 H 2.619 0.056 1.545  0.266

Name the most stable of them. A.

--- A ---
Density functional theory data (the ωB97M-V functional and the def2-TZVPD basis) for a 2-piece molecular cluster, C4H5N overall.

The value obtained for the LUMO energy is 0.20 eV. The gap between HOMO and LUMO comes out at 0.41445 Eh. As for the SMILES: C#CC#N.C.

Last column: Mulliken charge in e.
CARTESIAN COORDINATES (ANGSTROEM)
1 C -1.472 0.995 0.000  -0.364
2 C -2.004 -0.128 -0.145  0.232
3 C -2.683 -1.333 -0.115  0.058
4 C 2.021 0.187 0.058  -0.920
5 N -3.133 -2.377 -0.238  -0.395
6 H -1.145 1.931 -0.073  0.479
7 H 2.087 -0.083 1.105  0.286
8 H 2.870 0.921 0.001  0.277
9 H 2.392 -0.706 -0.315  0.303
10 H 1.068 0.593 -0.280  0.046

--- B ---
Density functional theory data (the ωB97M-V functional and the def2-TZVPD basis) for one molecule with the formula C4H5N.

The value obtained for the LUMO energy is 1.00 eV. The gap between HOMO and LUMO comes out at 0.37903 Eh. As for the SMILES: C#C[C@@H]1CN1.

Last column: Mulliken charge in e.
CARTESIAN COORDINATES (ANGSTROEM)
1 C -0.777 2.415 0.530  0.029
2 C -0.161 1.369 0.323  -0.544
3 C 0.128 -0.104 0.206  -0.019
4 C 0.644 -1.076 -0.869  -0.249
5 H -1.041 3.490 0.821  0.337
6 H 0.474 -0.322 1.311  0.208
7 H 1.369 -2.032 -0.600  0.203
8 H 0.839 -0.677 -1.874  0.234
9 H -0.842 -1.885 0.416  0.283
10 N -0.633 -1.179 -0.264  -0.482

Name the most stable of them. A.

--- A ---
Density functional theory data (the ωB97M-V functional and the def2-TZVPD basis) for one molecule with the formula C4H5N.

The value obtained for the LUMO energy is 1.15 eV. The gap between HOMO and LUMO comes out at 0.38862 Eh. As for the SMILES: C#C[C@H]1CN1.

Last column: Mulliken charge in e.
CARTESIAN COORDINATES (ANGSTROEM)
1 C -1.228 1.081 -1.661  0.359
2 C -0.654 0.699 -0.673  -0.702
3 C 0.059 0.257 0.508  -0.209
4 C 0.629 -1.117 0.539  -0.357
5 N 1.507 0.040 0.440  -0.561
6 H -1.739 1.424 -2.534  0.399
7 H -0.274 0.698 1.444  0.303
8 H 0.472 -1.737 -0.341  0.262
9 H 0.674 -1.656 1.482  0.239
10 H 1.822 0.166 -0.518  0.267

--- B ---
Density functional theory data (the ωB97M-V functional and the def2-TZVPD basis) for one molecule with the formula C4H5N.

The value obtained for the LUMO energy is -0.16 eV. The gap between HOMO and LUMO comes out at 0.28258 Eh.

Last column: Mulliken charge in e.
CARTESIAN COORDINATES (ANGSTROEM)
1 C 2.109 -0.883 -0.258  -0.588
2 C 1.014 -0.369 0.465  -0.377
3 C -0.170 -0.102 -0.173  0.386
4 C -1.417 0.681 -0.190  -0.292
5 N -0.977 -0.282 -1.204  -0.296
6 H 2.946 -0.945 0.476  0.155
7 H 0.985 -0.086 1.520  0.297
8 H -1.314 1.746 -0.404  0.219
9 H -2.280 0.402 0.408  0.228
10 H -0.851 -0.220 -2.205  0.267

Name the most stable of them. A.

--- A ---
Density functional theory data (the ωB97M-V functional and the def2-TZVPD basis) for a 2-piece molecular cluster, C2H7N2 overall.

The value obtained for the LUMO energy (alpha / beta) is -5.22 / -5.08 eV. Its total charge is +1. The gap between HOMO and LUMO (alpha / beta) comes out at 0.34902 / 0.34322 Eh.

Last column: Mulliken charge in e.
CARTESIAN COORDINATES (ANGSTROEM)
1 C 0.579 0.421 1.129  -0.276
2 C 0.040 0.274 -0.193  -0.041
3 N -1.980 -0.412 -0.748  -0.508
4 N 1.095 -0.519 0.179  -0.183
5 H 1.297 1.243 1.211  0.256
6 H 0.079 -0.042 1.950  0.300
7 H 0.244 0.952 -1.066  0.286
8 H -1.921 -0.643 -1.764  0.275
9 H -2.574 0.399 -0.747  0.270
10 H 1.950 -0.183 -0.341  0.338
11 H 1.192 -1.490 0.391  0.282

--- B ---
Density functional theory data (the ωB97M-V functional and the def2-TZVPD basis) for a 2-piece molecular cluster, C2H7N2 overall.

The value obtained for the LUMO energy is -8.94 eV. Its total charge is +1. The gap between HOMO and LUMO comes out at 0.20394 Eh.

Last column: Mulliken charge in e.
CARTESIAN COORDINATES (ANGSTROEM)
1 C -0.026 -0.024 -0.217  -0.145
2 C 1.259 0.055 0.166  0.035
3 N 2.531 -0.513 -0.216  -0.369
4 N -2.830 0.471 0.307  -0.478
5 H -0.434 -0.807 -1.020  0.361
6 H 1.498 0.302 1.222  0.275
7 H 3.334 0.086 -0.053  0.269
8 H 2.698 -1.366 -0.761  0.247
9 H -3.215 1.217 0.820  0.269
10 H -1.772 0.235 0.453  0.252
11 H -3.044 0.345 -0.702  0.285

Name the most stable of them. A.

--- A ---
Density functional theory data (the ωB97M-V functional and the def2-TZVPD basis) for a 2-piece molecular cluster, C4H13NO2S overall.

The value obtained for the LUMO energy is 0.68 eV. The gap between HOMO and LUMO comes out at 0.33250 Eh. As for the SMILES: CN[C@H](CO)CS.O.

Last column: Mulliken charge in e.
CARTESIAN COORDINATES (ANGSTROEM)
1 C -0.294 2.425 -0.893  -0.971
2 N -0.346 0.943 -1.435  -0.437
3 C -0.150 0.012 -0.285  1.044
4 C 1.396 0.161 0.105  -0.840
5 S 1.946 -0.924 1.386  -0.207
6 C -1.055 0.241 0.854  -1.134
7 O -1.109 -0.944 1.519  -0.451
8 H -0.995 2.496 -0.071  0.307
9 H 0.723 2.645 -0.673  0.332
10 H -0.589 3.040 -1.735  0.348
11 H 0.349 0.822 -2.117  0.283
12 H 0.003 -1.020 -0.777  0.172
13 H 1.666 1.261 0.455  0.278
14 H 2.175 -0.174 -0.796  0.265
15 H 1.428 -0.311 2.593  0.107
16 H -0.601 0.778 1.755  0.284
17 H -2.146 0.704 0.605  0.335
18 H -1.743 -1.554 1.101  0.295
19 H -2.195 -0.108 -2.187  0.348
20 H -1.145 -1.212 -2.774  0.321
21 O -2.018 -1.083 -2.292  -0.679

--- B ---
Density functional theory data (the ωB97M-V functional and the def2-TZVPD basis) for a 2-piece molecular cluster, C4H13NO2S overall.

The value obtained for the LUMO energy is 0.62 eV. The gap between HOMO and LUMO comes out at 0.35368 Eh. As for the SMILES: C[C@@H](CS)NCO.O.

Last column: Mulliken charge in e.
CARTESIAN COORDINATES (ANGSTROEM)
1 C 0.409 1.364 -1.140  -1.457
2 C -0.530 0.200 -1.031  0.676
3 C -0.018 -1.138 -1.479  -0.875
4 S 1.464 -1.717 -0.584  -0.235
5 N -1.096 0.173 0.360  -0.319
6 C -2.346 -0.507 0.431  -0.305
7 O -3.456 0.281 -0.017  -0.536
8 H 0.769 1.812 -0.216  0.382
9 H 1.446 1.188 -1.518  0.313
10 H 0.074 2.250 -1.713  0.334
11 H -1.334 0.505 -1.747  0.071
12 H 0.479 -1.119 -2.482  0.403
13 H -0.774 -1.943 -1.454  0.348
14 H 0.968 -1.421 0.600  0.133
15 H -1.043 1.133 0.666  0.257
16 H -2.706 -0.573 1.488  0.271
17 H -2.380 -1.495 -0.031  0.258
18 H -3.725 0.207 -0.932  0.281
19 H 3.555 1.814 2.679  0.315
20 H 4.251 2.713 3.609  0.321
21 O 3.336 2.472 3.362  -0.637

Name the most stable of them. B.

--- A ---
Density functional theory data (the ωB97M-V functional and the def2-TZVPD basis) for one molecule with the formula C11H10.

The value obtained for the LUMO energy is 0.95 eV. The gap between HOMO and LUMO comes out at 0.33993 Eh.

Last column: Mulliken charge in e.
CARTESIAN COORDINATES (ANGSTROEM)
1 C -0.418 0.786 0.710  -0.958
2 C 0.894 0.505 0.597  0.517
3 C 3.876 -0.523 -0.708  -0.449
4 C -1.383 0.064 -0.205  0.161
5 C 3.510 -0.210 0.678  -0.465
6 C 3.411 0.832 -0.338  -0.580
7 C -2.293 0.896 -1.063  -0.142
8 C 2.141 0.427 0.413  0.144
9 C -3.130 1.439 -0.106  -0.992
10 C -2.796 0.038 0.156  0.774
11 C -3.679 -1.124 0.397  -1.405
12 H -0.721 1.455 1.479  0.399
13 H 4.998 -0.508 -0.768  0.218
14 H 3.210 -1.121 -1.209  0.248
15 H -1.162 -0.900 -0.737  0.357
16 H 3.877 -0.260 1.697  0.332
17 H 3.736 1.775 -0.468  0.394
18 H -2.446 0.953 -2.084  0.378
19 H -4.765 -1.069 0.352  0.351
20 H -3.598 -1.568 1.358  0.373
21 H -3.261 -1.889 -0.152  0.347

--- B ---
Density functional theory data (the ωB97M-V functional and the def2-TZVPD basis) for one molecule with the formula C11H10.

The value obtained for the LUMO energy is 0.46 eV. The gap between HOMO and LUMO comes out at 0.30361 Eh. As for the SMILES: C=C1C(C)=C1c1ccccc1.

Last column: Mulliken charge in e.
CARTESIAN COORDINATES (ANGSTROEM)
1 C -3.475 0.025 -0.063  -0.463
2 C -2.730 -1.158 0.163  -0.333
3 C -2.757 1.188 -0.228  -0.376
4 C -1.366 -1.167 0.210  -0.507
5 C -1.376 1.181 -0.101  -0.234
6 C -0.642 0.061 0.006  1.064
7 C 0.808 0.045 -0.031  -0.207
8 C 2.001 -0.540 -0.130  -0.024
9 C 2.097 0.882 0.107  -0.001
10 C 2.659 2.034 0.347  -0.709
11 C 2.859 -1.796 -0.217  -0.964
12 H -4.541 -0.066 -0.214  0.383
13 H -3.454 -2.009 0.373  0.253
14 H -3.165 2.212 -0.477  0.273
15 H -0.968 -2.112 0.575  0.301
16 H -0.811 2.132 -0.444  0.215
17 H 3.791 2.232 0.382  0.226
18 H 1.963 2.908 0.381  0.202
19 H 3.859 -1.565 0.178  0.294
20 H 2.843 -2.097 -1.314  0.272
21 H 2.405 -2.392 0.497  0.334

Name the most stable of them. B.